Entry from the OMol25 dataset: a molecular structure, C2H4I2O (ωB97M-V/def2-TZVPD).

The total energy comes out at -749.0320 Ha. For the relative energy (zero: lowest compared OMol25 entry of this formula, charge and spin), the calculation gives 58.7 kcal per mole. The value obtained for the lowest unoccupied orbital energy (alpha / beta) is 0.5 / -4.1 eV. As for the HOMO-LUMO gap (alpha / beta): 6.186 / 5.156 eV.

Geometry as ORCA input:
```
! wB97M-V def2-TZVPD RIJCOSX def2/J DEFGRID3
* xyz 0 3
C 0.355 -1.536 0.020
C 0.615 -0.437 0.626
O -0.855 2.042 -0.976
I 2.374 0.699 0.431
I -0.431 -0.138 2.452
H -0.524 -2.109 0.382
H -1.098 1.732 -1.841
H 0.856 -1.787 -0.843
H -1.292 1.533 -0.251
*
```